111
Properties=species:S:1:pos:R:3:forces:R:3:mulliken_charge:R:1 method="wB97M-V/def2-TZVPD" homo_lumo_gap_ev=9.681 e_homo_ev=-9.444 charge=0 smiles="O=C1OC[C@@H](F)O1.O=C1OC[C@@H](F)O1.O=C1OC[C@@H](F)O1.O=C1OC[C@@H](F)O1.O=S1(=O)OCCO1.CNC(C)=O.CNC(C)=O.CNC(C)=O.CNC(C)=O.CNC(C)=O" energy_ev=-103047.2315 mol_weight_g_mol=913.80
C -25.63679 23.94295 -14.22865 0.539 -0.901 1.515 -0.864
C -24.62774 22.88448 -14.65060 -5.178 0.499 3.248 0.589
O -23.86806 23.08120 -15.48945 5.133 1.275 -4.885 -0.551
N -24.85818 21.65745 -14.19351 -1.153 -2.682 0.445 -0.231
C -24.16303 20.53666 -14.81179 0.976 0.880 0.650 -0.790
H -26.31597 24.10214 -15.06617 0.178 0.383 0.211 0.236
H -25.10513 24.80058 -13.81642 -0.215 0.332 -0.647 0.278
H -26.15282 23.50760 -13.37291 -0.597 0.260 -0.068 0.279
H -25.43524 21.35021 -13.42363 -0.190 0.984 -0.179 0.231
H -24.11172 20.57467 -15.89993 -0.384 0.162 0.080 0.251
H -24.59543 19.59978 -14.46053 0.291 0.111 0.010 0.291
H -23.16258 20.76031 -14.44139 0.597 -1.310 -0.366 0.281
C -23.35017 30.78810 -8.46164 0.231 0.761 -1.794 -1.056
C -23.34362 30.38022 -7.06503 -2.759 2.999 2.028 0.680
O -24.18514 30.94588 -6.30881 2.156 -1.696 -0.835 -0.644
N -22.35488 29.59231 -6.67547 1.492 -1.309 1.725 -0.161
C -21.89977 29.50363 -5.28836 -0.602 -1.072 1.555 -0.940
H -24.26194 31.35481 -8.65034 -0.362 -0.935 -0.397 0.315
H -23.03559 30.00168 -9.14770 -0.670 -0.088 -0.293 0.338
H -22.63388 31.58150 -8.67503 0.607 -0.024 0.587 0.275
H -21.83756 29.08071 -7.37599 0.027 0.331 0.178 0.237
H -21.26155 28.66232 -5.01823 1.151 0.239 -1.355 0.369
H -22.59601 29.12461 -4.54024 -1.577 0.506 -0.559 0.302
H -21.55864 30.40631 -4.78148 0.312 0.286 -0.846 0.285
C -16.96837 20.80218 -19.85800 0.351 0.100 0.731 -1.122
C -15.95311 21.26483 -20.88880 -0.915 -1.875 2.775 0.733
O -16.30022 21.58416 -21.94960 -1.707 2.012 -5.146 -0.568
N -14.68424 21.26677 -20.52488 0.665 -0.980 2.553 -0.212
C -13.60730 21.95669 -21.09296 1.703 0.401 -0.990 -0.860
H -17.98432 20.74215 -20.24829 0.320 0.160 -0.194 0.298
H -16.90488 21.56638 -19.08337 -0.400 -0.008 0.271 0.287
H -16.72769 19.85643 -19.37248 0.177 -0.076 -0.099 0.338
H -14.50244 20.84780 -19.62404 0.065 0.193 -0.064 0.201
H -12.75750 21.27428 -21.07666 0.295 0.203 -0.094 0.295
H -13.32788 22.85515 -20.54270 -0.067 0.100 0.161 0.280
H -13.73813 22.25628 -22.13277 -0.483 -0.230 0.099 0.329
C -28.79633 18.62016 -7.12740 -0.506 -1.367 -0.949 -1.019
C -27.53354 18.79933 -7.97842 -0.661 1.058 -2.851 0.711
O -27.44880 18.90508 -9.23129 -1.160 -0.806 2.415 -0.669
N -26.46765 19.07846 -7.26314 4.333 1.187 1.078 -0.240
C -25.15598 19.66107 -7.79747 -0.679 -0.798 -0.343 -0.869
H -29.39836 19.52586 -7.20084 0.199 0.032 0.428 0.242
H -28.66591 18.18896 -6.13486 0.615 0.978 0.370 0.345
H -29.43538 17.81668 -7.49366 0.015 0.139 -0.906 0.324
H -26.46931 19.17709 -6.25797 -0.613 -0.335 -0.174 0.247
H -24.89903 19.43458 -8.83225 -1.098 -0.105 -0.186 0.307
H -24.27973 19.20836 -7.33343 -0.363 0.121 0.870 0.325
H -25.14549 20.74717 -7.70600 -0.069 -0.093 0.232 0.296
C -16.27198 22.87294 -10.71965 0.266 -0.288 -1.060 -1.083
C -16.22326 23.92642 -9.69198 -2.331 -2.195 2.863 0.715
O -16.93427 23.86879 -8.67597 -0.064 0.477 -1.002 -0.652
N -15.30318 24.83971 -9.82772 1.629 4.004 0.570 -0.249
C -15.27398 25.99793 -8.82839 1.289 -2.148 -0.152 -0.748
H -15.44903 22.19399 -10.49630 0.080 -0.158 -0.289 0.277
H -16.10762 23.37930 -11.67080 0.122 -0.470 -0.281 0.331
H -17.19263 22.29133 -10.76691 0.046 0.312 0.340 0.295
H -14.41146 24.60145 -10.23779 -0.321 0.167 -0.379 0.255
H -14.81224 25.57424 -7.93656 -0.306 0.084 0.420 0.294
H -16.26371 26.35942 -8.54938 0.203 -0.023 -0.570 0.272
H -14.53048 26.72839 -9.14732 -0.605 0.241 -0.456 0.294
C -8.21466 22.79186 -4.35672 -0.476 -0.361 -1.285 -0.322
C -8.97622 22.19428 -5.54988 0.852 -1.986 1.666 0.261
O -8.04393 21.31172 -6.08775 1.144 -2.347 -0.877 -0.336
C -6.76634 21.61293 -5.75697 2.458 0.689 -2.122 0.714
O -5.70485 21.28711 -6.35447 -4.828 1.025 3.054 -0.551
O -6.89828 22.53517 -4.77060 2.720 0.063 0.636 -0.343
F -9.20593 23.01732 -6.53244 -1.343 2.251 -1.254 -0.260
H -8.46329 22.23332 -3.45433 0.108 0.282 0.143 0.294
H -8.33550 23.87311 -4.29029 -0.134 -0.175 0.264 0.270
H -9.81015 21.55243 -5.26580 -0.500 0.551 -0.221 0.275
C -15.62160 21.28674 -0.78483 -0.153 1.349 -0.164 -0.320
C -16.23932 20.40597 0.20899 0.273 -1.814 0.246 0.305
O -15.12723 19.62312 0.61409 -3.557 -2.163 2.279 -0.312
C -14.01222 19.96513 0.08942 4.806 -0.842 0.766 0.726
O -12.92814 19.43647 0.36958 -2.997 1.719 -1.344 -0.572
O -14.22516 21.03485 -0.66366 0.538 1.301 -1.697 -0.327
F -17.19203 19.59227 -0.37008 0.421 0.439 0.764 -0.283
H -15.90879 22.26242 -0.39283 0.761 0.594 -0.857 0.255
H -16.03248 21.10889 -1.77863 0.399 0.062 -0.058 0.278
H -16.61679 20.95620 1.07088 -0.489 -0.637 0.052 0.250
C -5.47281 30.20336 -10.15103 1.001 -2.554 1.312 -0.328
C -4.61243 28.79309 -10.20502 -1.923 2.115 -0.237 0.239
O -5.54761 28.02169 -10.92656 2.665 -1.750 -0.682 -0.310
C -6.78137 28.37982 -10.70382 -4.886 -1.846 -2.122 0.749
O -7.80446 27.70572 -11.03269 4.377 2.953 1.802 -0.587
O -6.76216 29.61591 -10.23569 -1.764 1.500 -0.078 -0.332
F -4.50405 28.19543 -8.99947 0.483 0.338 0.313 -0.264
H -5.15414 30.89837 -10.92789 -0.562 -0.280 -0.403 0.279
H -5.52903 30.71922 -9.19248 0.772 -0.131 0.006 0.262
H -3.65572 28.87209 -10.72133 -0.165 -0.344 0.088 0.292
C -5.64803 20.02898 -13.85087 1.065 2.228 0.455 -0.411
C -5.70671 20.98022 -15.08533 -0.821 -1.478 3.059 0.332
O -7.05824 21.05072 -15.30911 -2.319 1.538 0.416 -0.328
C -7.76295 20.69173 -14.17569 0.510 -0.885 -0.702 0.653
O -8.91585 20.67521 -13.98067 -1.750 1.003 -0.837 -0.480
O -6.94814 20.17305 -13.28741 2.176 -1.002 0.942 -0.323
F -5.23322 20.30872 -16.07383 2.240 -1.153 -3.500 -0.288
H -4.89700 20.49848 -13.21556 -0.190 -0.445 0.661 0.260
H -5.31052 19.02116 -14.09273 -0.664 -0.055 -0.119 0.271
H -5.18789 21.92432 -14.91922 -0.263 0.251 -0.371 0.317
C -19.05218 28.35295 -15.96968 1.337 2.609 -0.958 -0.202
C -17.96007 29.26816 -16.65505 -2.209 -0.387 -0.172 -0.454
O -17.56270 30.02220 -15.53648 2.435 2.426 0.113 -0.343
S -18.80200 30.63722 -14.64695 0.340 -2.494 -1.598 1.103
O -19.57141 31.56848 -15.44416 0.956 -1.120 1.291 -0.508
O -18.38002 30.94267 -13.29062 -0.740 -0.842 -2.720 -0.490
O -19.42624 29.09130 -14.77651 -1.147 0.598 0.945 -0.342
H -18.47237 27.46448 -15.71960 -1.170 -0.360 0.294 0.298
H -19.85073 28.41004 -16.70939 -0.405 -1.244 0.634 0.282
H -18.34190 29.82935 -17.50791 -0.761 1.041 0.649 0.268
H -17.28489 28.69066 -17.28650 1.357 -0.232 1.529 0.387